Record 1
ORCA calculation (ωB97M-V/def2-TZVPD) on a structure of composition C26H31IN8O4PS2TeW.

Results
Charge   +3
Frontier orbital gap (spin up / spin down)   4.67 / 4.67 eV
Spin multiplicity   1
HOMO energy (spin up / spin down)   -15.658 / -15.658 eV

Cartesian coordinates (Å):
C 3.5283 0.4140 2.7166
C -3.6485 1.9978 2.9480
H -5.1197 2.3310 -2.0104
C -1.8435 3.3145 3.8307
O 0.4687 1.3262 -0.5773
H 1.8233 1.4866 -2.8106
H 1.8450 1.4735 3.5742
C -3.6178 -0.9956 -1.3856
C 1.3412 0.8126 -3.5135
H -3.8940 5.2091 1.9333
H 2.4834 1.4617 -5.2009
H 0.8992 -6.0119 0.8449
H -1.8363 5.3728 3.2749
H 2.7063 3.1731 -2.1205
N -4.1204 2.2629 -1.8499
C -3.4918 4.3281 2.4077
S -0.3772 0.2585 4.2655
H -1.0415 -1.4024 -3.4208
S -1.4763 0.1788 1.3902
C -4.1439 3.1120 2.2942
H -2.0305 1.1780 5.6046
O 2.5773 2.7881 -0.0680
C 0.9245 -4.0678 2.4608
H 4.7162 1.7187 -1.3156
H -4.1737 1.0557 2.8779
N -3.6488 1.0485 -1.6771
N -2.3463 -0.5768 -1.3336
H 0.2386 -4.8949 2.6551
N -2.3796 0.7563 -1.5184
H -0.4014 -3.7077 -3.3232
O 1.4960 1.2691 1.5858
H 1.3585 -0.1408 -6.7518
H 0.9226 -3.3995 3.3183
H -3.5147 2.9838 -2.2166
H -5.0581 3.0357 1.7242
O -0.1237 -2.1065 -1.2507
I -0.9666 -2.2558 -6.4281
H 2.8908 2.4839 2.5373
C -2.3371 4.4241 3.1693
H -3.9276 -2.0186 -1.2811
H 5.3178 3.1825 -0.5182
C 0.4343 -6.2127 -1.2121
C -0.4160 -0.4458 2.7005
H -0.0689 -6.1428 -3.2977
C -0.1245 -4.2065 -2.4069
H 3.2912 4.4272 -1.0077
N 0.3350 -2.0317 1.2178
C 3.2901 3.3544 -1.2149
N 0.3773 -1.4363 2.4730
C 0.4373 -4.0880 -0.0244
H 4.0773 0.5139 3.6497
C 1.0806 -0.0831 -5.7104
C 0.0542 -3.4675 -1.2461
N 0.3832 0.0222 -3.0032
C -0.2517 -0.7953 -3.8513
H 0.5844 -7.2801 -1.2030
H 1.9199 -4.5024 2.3410
H -2.7520 0.0702 4.4065
P 1.8780 1.4197 0.0705
H -0.9618 3.4032 4.4489
H 3.0688 -0.5751 2.7113
H 5.1351 3.1604 -2.2569
H 4.2476 0.5057 1.8979
C 0.6131 -5.4875 -0.0527
C 4.6978 2.8107 -1.3269
C 0.5638 -3.3479 1.2160
N -4.4364 0.0124 -1.6024
C -2.0779 0.9158 4.5445
Te 2.7428 -0.7455 -0.6496
C 0.0671 -0.8941 -5.2016
C 0.0606 -5.5780 -2.3899
C 1.7080 0.8008 -4.8481
W 0.0571 -0.5404 -0.4299
C -2.5046 2.0944 3.7352
C 2.4709 1.4905 2.6813

---

Record 2
ORCA calculation (ωB97M-V/def2-TZVPD) on the molecule C26H31N3O4S.

Results
Frontier orbital gap   9.02 eV
Spin multiplicity   1
HOMO energy   -8.785 eV

Cartesian coordinates (Å):
H 5.2472 1.8982 2.9940
C -0.6108 -1.6614 1.9047
C 0.7805 -0.2674 -2.0639
H -3.2212 -5.2892 3.1017
C 0.4755 -3.4311 0.0525
C 0.3403 -0.8300 -4.6305
N 0.8052 -1.6120 -1.4793
O -1.5979 -0.4682 -2.3309
H -3.4781 -4.2554 5.3961
H -4.3507 -4.0071 2.5854
H -0.7654 4.2955 -0.3277
H 0.8922 -4.1044 -0.6789
O -0.7433 -4.9645 3.9509
C 3.4845 1.4515 0.1304
H 5.3656 4.1691 -0.6193
C 2.4768 0.5435 -0.3977
C -3.3015 -4.2595 2.7347
H 3.5535 0.4184 2.0068
S -1.0445 -3.5673 3.7976
C 5.4125 3.1331 1.2529
H 0.3575 0.1784 -5.0405
N -2.7146 -3.3158 3.6577
H -3.3832 2.7539 -0.0489
H -1.1716 3.5544 -3.1483
C 4.0117 2.5197 -0.5975
C -2.1274 3.4628 -2.6303
H -1.7869 2.2089 0.4732
H -3.4368 4.8902 -1.6648
H -0.6839 -1.0914 -4.3780
H -2.8236 1.4800 -1.9652
H 6.1589 3.7833 1.6840
C -2.3689 4.6791 -1.7287
H 3.6871 2.6979 -1.6117
H -2.9033 3.3606 -3.3860
C 1.1636 -2.2454 -2.6408
H -1.8676 5.5716 -2.0990
H 2.2749 -0.3161 0.2277
H -2.7665 -2.6369 5.5936
C -1.8554 4.2405 -0.3598
H -2.7762 -4.1807 1.7847
C -0.6674 0.2658 -2.0776
H 0.0117 2.1064 -1.5132
C 4.9652 3.3495 -0.0405
C 3.9498 1.2424 1.4306
C -3.3746 -3.2621 4.9444
C -0.4892 -3.0064 2.1980
C -2.3188 2.7889 -0.2800
H 1.9897 1.5259 -2.1954
H 2.2616 -0.6576 -3.6605
C -0.1854 -1.1894 0.6793
C 1.2335 -0.9288 -3.4089
C 1.7956 0.6911 -1.5335
H 0.1274 -4.9335 1.5518
H -0.2779 -0.1415 0.4397
C 4.9012 2.0754 1.9867
O -0.5630 -2.6613 4.8002
C 0.0475 -3.8923 1.2818
O 1.3494 -3.3984 -2.9063
C -2.0833 2.2355 -1.6950
H -4.3615 -2.8153 4.8215
H -2.2511 4.8503 0.4502
N -0.7992 1.5694 -1.7808
H 0.6986 -1.5241 -5.3869
H -1.0318 -1.0043 2.6481
C 0.3638 -2.0723 -0.2546

---

Record 3
ORCA calculation (ωB97M-V/def2-TZVPD) on the molecule C26H31N3O5.

Results
Frontier orbital gap   8.84 eV
Spin multiplicity   1
HOMO energy   -8.205 eV

Cartesian coordinates (Å):
C -0.1698 -0.5774 -0.8183
H -0.3940 -1.3699 -1.5146
H -6.2808 -1.1237 -0.4835
C 5.5301 -0.7890 0.1183
C -6.7457 0.7682 -1.3996
H 4.6156 0.7241 -0.9953
H -7.7964 0.5128 -1.5467
C -5.9051 -0.5017 -1.2989
H -3.7359 -1.8816 1.2834
H -2.5556 -1.1195 2.3726
O 5.7889 1.4191 1.8431
C 4.4636 2.8468 0.4505
H 2.9486 1.9953 1.7967
H 5.9650 -0.7996 1.1212
C 1.9951 -3.2269 -0.1365
H -6.4177 1.3531 -2.2621
C 0.9453 0.2111 -0.9927
O -3.8733 0.9548 2.3599
C 4.1214 -2.5370 -1.0331
C 2.1677 -2.3426 0.9234
H -6.9748 1.0456 0.7258
H 5.1160 2.8805 -1.6625
H -3.8368 -1.0432 -0.9455
H 3.4474 -0.8978 1.8299
H -4.0515 0.4560 -1.8572
C -3.0295 -1.0515 1.3853
H 4.0187 4.1808 -1.1972
C 5.2201 1.5549 0.7794
C -0.0779 -4.0712 0.6800
H 4.8774 -2.6156 -1.8009
H 0.5689 2.2173 1.7046
C -3.7953 0.2797 1.3472
H -4.6954 2.4924 -0.7085
H 1.5910 0.0431 -1.8375
H -7.1232 2.5377 -0.2102
C 4.2628 3.1284 -1.0330
C -4.4421 -0.1435 -1.0258
H -0.7751 -4.8483 0.3696
H -5.9681 -1.0767 -2.2236
O -2.0853 -1.2382 0.3534
O 2.7225 1.9311 -2.5003
H 6.2859 -1.1087 -0.6056
H 0.3321 -4.3260 1.6625
O 0.9262 -4.0486 -0.3073
N -4.3470 0.6480 0.1803
C -0.7415 0.6352 1.1741
H -0.6061 -3.1163 0.7368
H 1.4169 -2.2404 1.6907
C -1.0215 -0.3771 0.2674
H 2.5438 3.6081 1.1563
C 3.0370 2.2917 -1.3887
N 2.3783 2.0251 -0.2267
H 2.8335 -3.9924 -1.9395
C 4.3113 -1.6693 0.0358
C 3.3171 -1.5764 0.9990
C -5.0979 1.8876 0.1116
N 5.1509 0.5859 -0.1530
H -4.9521 2.4161 1.0547
C -6.5778 1.5970 -0.1288
C 1.2320 1.2287 -0.0843
C 0.3775 1.4291 0.9938
C 2.9835 -3.3093 -1.1186
H -1.3840 0.8295 2.0171
C 3.0140 2.6450 0.9214
H 4.9509 3.6598 0.9900

---

Record 4
ORCA calculation (ωB97M-V/def2-TZVPD) on a cluster of 2 separate species, C26H31N4O2 in total.

Results
Charge   +1
Frontier orbital gap   6.19 eV
Spin multiplicity   1
HOMO energy   -10.132 eV

Cartesian coordinates (Å):
O 0.4619 -0.5900 -1.1719
H -1.5812 -4.1674 -5.7489
C 0.3896 -4.6789 -1.1040
N -4.0680 1.6400 1.4122
C -3.7764 2.9390 0.7306
H 4.9857 -0.9782 1.6876
H -2.2337 3.0634 -0.7775
C 0.9318 1.7687 0.3090
H 0.2933 1.8688 -0.5705
H 4.5572 -3.3368 1.5383
H -4.4277 0.6164 -0.3933
H -2.2141 0.7077 -1.0213
H -0.3926 -2.7818 -4.4138
H -3.4325 0.5686 3.1094
H -1.2260 0.6308 2.4713
H -3.4321 2.3554 3.2876
H -4.4365 3.0121 -0.1421
H -3.9865 -0.4238 1.0006
C 1.2885 -0.5851 -0.2300
N -1.6121 1.7230 0.7192
H 1.5995 2.2333 2.8810
H -1.7971 3.8221 0.7843
C 1.5122 2.9957 0.8571
C -2.3244 0.5664 0.0612
N 3.2701 -1.7564 0.8203
H -3.2041 -4.8664 -5.4392
H 1.7458 0.3525 1.7027
C 1.0261 -3.4635 -1.3834
H 3.9727 0.2455 0.8734
H 1.5952 3.9827 -1.0577
H -1.7802 -0.3397 0.3497
C -0.5846 -5.1739 -1.9586
O -2.0130 -4.9140 -3.8196
H 3.5008 -0.4318 2.4646
H 2.6646 6.0555 -0.1506
C 2.3776 4.2607 2.7440
C -0.9278 -4.4619 -3.1337
C 1.8246 3.0840 2.2298
C 0.7889 -2.8310 -2.6050
C 2.8692 -3.8373 0.2117
H -2.8057 -3.2331 -4.8142
C 1.8188 4.0834 0.0078
C -3.7713 0.5159 0.4787
H -1.2173 2.4057 2.6695
N 1.9690 -2.9863 -0.4421
H 0.6333 -5.2361 -0.1985
C 3.9555 -0.6596 1.4907
C 2.6728 5.3355 1.8963
H 3.1001 6.2516 2.3046
C -2.4131 -4.2352 -5.0345
H 2.5747 4.3310 3.8144
C -3.1947 1.5197 2.6184
C 2.2002 -1.7062 -0.0188
C -2.3276 2.9850 0.3132
H 2.8425 -4.9027 0.0835
C 3.6987 -3.0721 0.9439
C -1.7438 1.5612 2.2061
C -0.1826 -3.3118 -3.4834
H -4.0023 3.7448 1.4398
C 2.4130 5.2334 0.5208
C 1.3512 0.5418 0.7040
H 1.3517 -1.9537 -2.9017
H -1.1277 -6.0867 -1.7233

---

Record 5
ORCA calculation (ωB97M-V/def2-TZVPD) on a structure of composition C26H31N5PdSb2.

Results
Frontier orbital gap   7.05 eV
Spin multiplicity   1
HOMO energy   -6.660 eV

Cartesian coordinates (Å):
H -0.2004 3.1387 -1.1207
H -5.3369 -2.3800 -3.4537
C 2.4264 0.2739 1.7277
C -4.6650 -3.0100 -0.2014
H -4.3510 -0.2208 -2.7998
C -3.3069 0.5242 -0.4659
C 2.7634 -2.4063 4.3355
Sb -1.6011 -1.9530 2.0958
N 2.4102 3.3090 -3.2236
Pd 1.0836 0.0853 -0.0349
C 4.9616 3.9189 -0.6764
H 2.3667 -4.5044 4.0215
H 3.0502 -2.5080 5.3745
H -1.7035 0.9308 -3.6133
H 3.5842 5.6190 -3.8601
C 5.5057 5.1123 -1.1095
C 5.0052 5.7304 -2.2543
H -3.7345 1.3266 -1.0690
C 2.3932 -1.0635 2.3881
C -1.6067 -3.9482 1.2879
H 2.2748 1.1485 2.3566
H -1.7531 -3.9088 0.2094
H -1.8075 3.1805 -0.3857
C -3.9610 -0.7843 -0.7747
H -1.1881 -2.8629 4.6408
C -3.7102 -1.6039 1.6213
H -2.5639 -1.7518 4.6317
C 3.2594 2.0754 -0.9202
C 2.0379 -3.3130 2.2627
C 3.9132 3.3219 -1.3728
H 6.3179 5.5679 -0.5601
C 1.9882 2.0750 -2.8520
H -5.5306 -4.1972 -1.7598
H -4.7838 -3.7859 0.5461
H -0.3759 -0.2427 -3.3802
H 1.2846 1.6072 -3.5349
H 5.4258 6.6672 -2.5944
H -2.7763 -3.4249 4.0676
C 3.9735 5.1494 -2.9646
H -3.3949 0.8011 0.5843
C -4.4299 -1.0188 -2.0694
N 2.0250 -2.1245 1.6723
Sb -1.1803 0.6135 -0.9512
H -2.4168 -4.5193 1.7421
H -1.6592 3.0396 -2.1480
N 3.0552 0.3745 0.5697
C -4.9871 -2.2298 -2.4409
H 3.0675 -0.2778 4.2692
C -1.2153 2.7515 -1.1945
N 2.3461 1.4450 -1.7967
C -2.0904 -2.5782 4.1015
C 2.7731 -1.1652 3.7236
H -4.2505 -2.3157 2.2466
H 2.0560 3.7220 -4.0694
C 2.3890 -3.5128 3.5912
C 3.4365 3.9443 -2.5224
H 1.7385 -4.1513 1.6422
C -1.3524 0.0832 -3.0242
H -0.6572 -4.4392 1.4974
H -2.0519 -0.7451 -3.1332
N 3.5412 1.6209 0.2374
H -3.9422 -0.6011 1.9816
C -4.1010 -1.7924 0.1885
H 5.3271 3.4251 0.2133
C -5.0953 -3.2423 -1.4963

---

Record 6
ORCA calculation (ωB97M-V/def2-TZVPD) on a structure of composition C26H32BBrN8OSTi.

Results
Frontier orbital gap   8.18 eV
Spin multiplicity   1
HOMO energy   -8.105 eV

Cartesian coordinates (Å):
H 0.9427 4.5499 3.2074
N 0.1727 -1.9079 -0.4487
C 1.1874 1.4026 4.9071
H 0.8642 -4.8934 -1.8030
H 3.7537 -1.9380 1.6899
H 1.8858 1.0292 5.6536
C 0.2239 4.7166 -0.0108
S 2.1762 0.7474 -1.3827
H -2.3820 -1.6588 -1.2051
C 0.5904 -2.8360 -1.3121
H -0.8942 -5.0369 2.6686
C -2.5461 -0.8135 -3.5969
H -4.1487 -0.4364 -0.9812
N -1.7767 1.2081 1.9332
H -0.6247 3.1219 -2.8131
H 0.6168 1.2453 -3.7253
H -0.1422 -5.6824 0.3336
H 0.1743 1.2706 5.2877
H -3.4198 -1.4521 -3.5049
C -3.7842 -1.0061 -0.1167
H -4.6608 -1.4274 0.3804
N -1.8685 -0.5837 -2.4696
H 1.1316 3.1251 -2.6543
C -1.0175 0.4716 -4.8668
H 3.0562 -0.7361 3.9945
C -2.1732 -0.2958 -4.8208
H -2.2936 -4.0898 2.1517
H -0.7889 4.8554 3.1193
C 0.5002 -4.1958 -1.0646
N -0.1036 2.8886 1.1695
C -1.2138 -4.0582 2.3119
H -4.2117 2.1407 4.0692
H 2.2334 -2.6374 1.1351
H -2.5376 1.9162 4.5877
C -0.7570 0.1761 -2.4714
Br 1.3506 -2.3391 -2.9610
C 0.1043 3.6218 -0.8632
H -1.0162 -3.3245 3.0930
C 0.2157 3.6318 -2.3456
H 0.2462 4.6601 -2.7022
O -2.9685 -2.0701 -0.5227
C 0.0928 4.2111 1.2690
H 2.9996 -1.3499 0.1957
C -0.5206 -3.6866 1.0352
N 1.0776 0.0598 1.5182
N -0.0997 2.5133 -0.1436
H 0.3874 5.7431 -0.2915
H 0.3460 5.9936 2.3840
N -1.8795 0.3626 0.8640
H -2.7561 -0.5050 -5.7075
C 1.3925 0.6640 3.6266
H -4.9072 0.4053 2.1412
C -3.1517 -0.0464 0.8534
C -2.9600 1.3461 2.5577
C -0.0594 -4.6223 0.1246
H -0.6637 0.8762 -5.8078
C -0.3110 0.6921 -3.6999
H -2.9572 3.2601 3.5306
C 0.1487 4.9396 2.5698
C 2.8053 -1.7090 1.2059
H 1.3569 2.4727 4.7848
C -0.3738 -2.3548 0.6947
C 2.0790 -0.6771 2.0014
H -0.6108 2.5212 3.3098
B -0.4651 1.9035 2.3009
C -3.8685 0.5520 1.8962
N 0.6559 0.8734 2.5215
C 2.3130 -0.3231 3.3334
H -0.7178 -1.5913 1.3734
Ti 0.2784 0.4141 -0.5701
C -3.1728 2.2144 3.7531

---

Record 7
ORCA calculation (ωB97M-V/def2-TZVPD) on a structure of composition C26H32BaN4O2PSe2Te.

Results
Charge   +1
Frontier orbital gap   7.35 eV
Spin multiplicity   1
HOMO energy   -9.960 eV

Cartesian coordinates (Å):
C 0.6092 -0.5790 5.5758
H 0.0852 -1.8532 2.6776
C 2.3161 2.8376 -0.0367
H 3.9379 3.2369 -5.7877
C 1.7498 3.5243 -1.1018
H 0.0425 4.7428 -6.7315
C 3.3658 4.8625 0.7165
C -3.8324 -3.7416 -1.6781
H 1.5531 5.4303 -2.0867
C -6.2248 -3.6730 -1.4298
H -5.6690 -1.3130 -2.8563
C -3.8587 -5.1055 -1.3909
H 0.0445 0.9923 4.4104
H -1.9736 -3.5395 -2.7681
H -7.1516 -3.1124 -1.4546
C 0.9397 0.0295 2.2649
Te -3.0011 -1.0563 -2.5646
C -2.5195 -3.0534 -1.9623
C 2.0953 -2.2898 2.0084
H -0.7663 4.0522 -4.4949
H 3.0040 6.6073 -0.4852
H -7.1836 -5.5213 -0.9387
H 2.3920 4.3380 -7.3728
H 0.8242 -1.3815 -0.1021
H 3.1317 2.5360 -3.5644
H -1.8832 -3.0320 -1.0788
H 3.5427 2.9626 1.7088
H 3.9980 5.3856 1.4223
O -0.1672 0.6682 2.3150
C 2.4574 3.0237 -4.2588
C 2.1705 -2.2584 4.6224
C -5.0224 -3.0214 -1.7004
O 2.0515 0.4997 2.5265
C 1.1307 3.2567 -3.8972
H -0.6939 -1.2196 7.0177
H 3.6066 -1.4181 3.2885
Ba -1.4224 0.8748 0.0588
C 0.8024 -1.4739 1.9409
N 0.1425 -1.5938 0.6261
C -6.2437 -5.0253 -1.1408
C 2.9335 -2.2757 3.2992
H 2.7433 -1.9631 1.1912
H -0.7039 0.9279 5.9785
H 0.7588 -2.1346 6.8853
C -5.0153 -1.5463 -2.0185
H 1.3295 -2.9584 4.6102
H 2.0199 -0.1911 4.2124
N 1.6626 -0.9038 4.8533
H 2.1509 1.7738 0.0759
H -0.1409 -2.5559 0.4732
H -2.9322 -5.6676 -1.3878
C 0.7188 4.2610 -6.0380
H 1.8174 -3.3255 1.7871
C 2.0376 4.0333 -6.3968
C 2.9083 3.4143 -5.5066
C 2.8078 5.5511 -0.3559
C 3.1174 3.5096 0.8779
H -5.3324 -0.9525 -1.1630
Se -1.3965 3.4517 -1.8175
H -5.0646 -6.8059 -0.9074
H 3.5669 -3.1634 3.2987
H 2.8426 -2.5487 5.4330
C 0.2610 3.8738 -4.7850
Se 0.8388 0.5585 -2.1292
C -5.0549 -5.7457 -1.1224
P 0.5985 2.7243 -2.2536
C 1.9965 4.8888 -1.2595
N -0.0122 0.5792 5.3391
N 0.1630 -1.4078 6.5289

---

In the order shown, the computed DFT total energy values come out to -95728.10812; -50960.73533; -42174.43598; -37512.19484; -51468.26943; -146124.18072; -185505.42495 eV.
In the order shown, the computed strongest force on any atom values come out to 3.80; 1.11; 0.61; 3.88; 0.46; 0.61; 0.12 eV/Å.
In the order shown, the computed energy relative to the best compared isomer or geometry (same formula, charge and spin) values come out to 285.6; 184.1; 56.2; 0.0; 88.4; 7.3; 21.8 kJ/mol.